{
  "formula": "C37H63AsBaN2O2",
  "method": "ωB97M-V/def2-TZVPD",
  "spin_multiplicity": 1,
  "orbital_gap_ev": 7.0,
  "homo_ha": -0.2546,
  "total_energy_ha": -3969.0120,
  "species": ["Ba", "C", "N", "C", "C", "C", "N", "C", "C", "C", "C", "C", "C", "C", "O", "C", "C", "C", "C", "C", "C", "C", "C", "C", "C", "C", "C", "C", "C", "C", "O", "C", "C", "C", "C", "C", "C", "C", "C", "H", "H", "H", "H", "H", "H", "H", "H", "H", "H", "H", "H", "H", "H", "H", "H", "H", "H", "H", "H", "H", "H", "H", "H", "H", "H", "H", "H", "H", "H", "H", "H", "H", "H", "H", "H", "H", "H", "H", "H", "H", "H", "H", "H", "H", "H", "H", "H", "H", "H", "H", "H", "H", "H", "C", "As", "C", "C", "H", "H", "H", "H", "H", "H", "H", "H", "H"],
  "xyz": [[0.04194, -1.43762, -0.93764], [0.98653, -1.04586, 2.57827], [0.10180, -0.26614, 1.72419], [-1.26185, -0.24147, 2.23814], [0.65095, 1.07360, 1.49877], [0.00992, 1.88618, 0.37690], [0.06663, 1.32315, -0.96265], [1.32033, 1.57179, -1.69524], [2.61025, 1.19475, -1.00270], [3.33902, 2.22637, -0.41098], [4.53482, 2.01540, 0.24853], [5.01890, 0.70499, 0.25867], [4.36465, -0.36139, -0.33485], [3.10604, -0.13574, -0.97098], [2.41523, -1.12503, -1.48218], [4.96023, -1.77298, -0.31040], [5.12171, -2.29335, -1.74770], [6.34397, -1.81611, 0.34685], [4.05494, -2.72481, 0.48791], [5.33199, 3.12502, 0.92906], [6.71851, 3.24072, 0.27928], [5.50010, 2.79996, 2.42086], [4.63772, 4.48352, 0.81821], [-1.11140, 1.62401, -1.80544], [-2.46060, 1.31803, -1.19680], [-3.18443, 2.38558, -0.68895], [-4.42603, 2.23347, -0.08337], [-4.93032, 0.94250, -0.03840], [-4.27454, -0.17502, -0.55480], [-2.99155, -0.00826, -1.14125], [-2.27731, -1.00811, -1.58545], [-5.00501, -1.52370, -0.40451], [-4.33315, -2.73341, -1.06968], [-5.14897, -1.84839, 1.09199], [-6.40870, -1.41305, -1.02691], [-5.15001, 3.44936, 0.48994], [-5.40251, 4.47877, -0.62103], [-4.28744, 4.09246, 1.58656], [-6.49973, 3.07797, 1.10754], [1.06948, -0.62845, 3.59249], [1.98422, -1.07780, 2.13703], [0.61039, -2.06778, 2.66742], [-1.33123, 0.29122, 3.19843], [-1.61454, -1.26296, 2.39449], [-1.93433, 0.23846, 1.52364], [1.72015, 0.96861, 1.31465], [0.53610, 1.67944, 2.41447], [0.48961, 2.87869, 0.39760], [-1.03986, 2.05261, 0.61911], [1.37973, 2.65109, -1.90763], [1.24408, 1.04351, -2.65224], [2.92834, 3.22793, -0.47492], [5.96259, 0.52426, 0.75417], [5.81646, -1.65663, -2.29940], [4.16515, -2.29420, -2.26558], [5.52789, -3.30845, -1.73807], [7.05653, -1.17742, -0.17808], [6.72391, -2.83904, 0.31159], [6.30691, -1.51130, 1.39481], [3.05687, -2.75651, 0.05377], [3.98458, -2.39844, 1.52873], [4.47223, -3.73549, 0.48041], [7.28181, 2.31214, 0.38098], [7.29560, 4.04011, 0.75059], [6.62547, 3.46277, -0.78518], [6.02566, 1.85542, 2.56712], [4.52517, 2.72270, 2.90673], [6.07278, 3.58623, 2.91872], [4.52955, 4.79525, -0.22238], [5.23130, 5.24089, 1.33353], [3.64799, 4.46309, 1.27955], [-0.98066, 1.07114, -2.74122], [-1.10363, 2.69962, -2.03972], [-2.74560, 3.37672, -0.76360], [-5.89395, 0.78530, 0.42682], [-3.37294, -2.96698, -0.61136], [-4.16279, -2.55723, -2.13030], [-4.99386, -3.59790, -0.95423], [-4.16412, -1.95842, 1.55305], [-5.69654, -2.78477, 1.22782], [-5.68388, -1.06097, 1.62403], [-6.33263, -1.16815, -2.08781], [-7.01215, -0.64393, -0.54566], [-6.93899, -2.36335, -0.93001], [-4.46881, 4.82259, -1.06785], [-5.92554, 5.35088, -0.22108], [-6.01367, 4.04122, -1.41240], [-3.31748, 4.40729, 1.19862], [-4.11346, 3.38153, 2.39719], [-4.78665, 4.97223, 2.00012], [-7.17067, 2.64230, 0.36473], [-6.97763, 3.97419, 1.50751], [-6.38014, 2.36809, 1.92843], [1.38546, -5.47007, -1.66590], [-0.37925, -4.78883, -1.18175], [-1.27014, -4.95499, -2.91041], [-1.09199, -6.39717, -0.32839], [1.29441, -6.38928, -2.24459], [1.94829, -5.67162, -0.75502], [1.92991, -4.72570, -2.24649], [-1.17738, -5.97309, -3.28849], [-0.82464, -4.26410, -3.62574], [-2.32305, -4.70111, -2.79439], [-0.90663, -7.26988, -0.95413], [-2.16435, -6.28321, -0.17571], [-0.61808, -6.53942, 0.64165]],
  "forces_ev_per_angstrom": [[-0.05, -0.15, 0.26], [0.01, 0.00, 0.04], [-0.04, -0.08, -0.53], [-0.06, 0.06, -0.01], [0.13, 0.15, 0.19], [-0.10, 0.42, 0.04], [-0.04, -1.12, 0.27], [0.07, 0.19, 0.03], [0.20, 0.00, 0.09], [-0.04, 0.06, 0.01], [-0.02, 0.02, 0.00], [-0.05, -0.05, -0.02], [-0.01, -0.04, 0.08], [-0.09, 0.25, 0.05], [-0.23, 0.13, -0.24], [0.06, -0.07, -0.02], [-0.03, 0.02, 0.00], [-0.07, 0.04, -0.02], [-0.01, 0.04, -0.01], [0.02, 0.05, 0.02], [-0.03, -0.01, 0.02], [0.00, 0.01, -0.05], [0.01, -0.04, -0.01], [-0.07, 0.23, 0.11], [-0.12, 0.06, 0.11], [-0.01, -0.01, 0.01], [0.05, 0.07, -0.02], [0.02, -0.04, 0.00], [0.05, -0.04, -0.03], [0.02, 0.22, 0.10], [0.29, 0.05, -0.20], [-0.05, -0.07, 0.04], [0.01, 0.08, -0.01], [0.01, 0.02, -0.05], [0.05, 0.03, 0.02], [-0.05, 0.03, 0.05], [0.01, -0.04, 0.02], [-0.02, -0.03, -0.03], [0.06, 0.00, -0.03], [-0.01, 0.03, -0.01], [0.00, 0.00, 0.02], [0.00, 0.00, 0.01], [0.03, 0.01, -0.01], [0.01, 0.00, -0.01], [-0.01, 0.01, 0.02], [-0.02, -0.03, 0.01], [0.07, -0.03, 0.02], [-0.02, -0.01, 0.03], [0.02, 0.00, 0.00], [-0.02, -0.05, -0.18], [0.00, 0.02, 0.00], [0.00, -0.01, 0.00], [0.03, -0.04, 0.00], [0.00, 0.00, -0.01], [0.04, -0.01, -0.01], [0.00, -0.01, 0.01], [0.02, 0.01, 0.01], [0.00, 0.00, 0.00], [0.02, 0.01, 0.01], [-0.01, -0.02, 0.01], [-0.01, 0.00, 0.01], [0.00, -0.01, 0.00], [0.01, 0.00, -0.01], [0.01, 0.00, 0.00], [0.00, 0.00, 0.00], [0.00, 0.00, 0.01], [0.00, 0.00, 0.01], [0.00, 0.00, 0.01], [-0.01, 0.00, 0.00], [0.00, 0.00, 0.00], [0.00, 0.02, -0.01], [-0.01, 0.02, -0.01], [0.03, -0.05, -0.20], [0.01, 0.00, 0.00], [0.00, 0.00, 0.00], [0.01, -0.01, -0.01], [0.03, -0.04, -0.01], [-0.01, 0.00, 0.00], [0.00, 0.01, 0.01], [0.00, -0.01, 0.00], [0.00, -0.01, 0.02], [-0.02, 0.00, -0.01], [-0.02, 0.00, -0.02], [0.00, -0.01, 0.01], [0.00, 0.00, -0.01], [0.00, 0.01, 0.00], [0.00, 0.02, -0.01], [0.01, 0.00, 0.00], [0.01, 0.01, 0.01], [0.00, 0.00, 0.01], [-0.01, -0.01, 0.02], [-0.01, 0.00, 0.00], [-0.02, -0.01, 0.00], [0.00, -0.06, -0.02], [-0.06, -0.33, 0.09], [-0.02, -0.03, 0.00], [0.00, 0.08, 0.01], [0.02, 0.00, -0.01], [0.02, 0.01, -0.01], [0.01, 0.00, 0.00], [0.01, 0.01, -0.01], [-0.01, 0.00, -0.01], [0.01, 0.01, -0.01], [0.00, 0.01, -0.01], [0.00, 0.02, -0.01], [0.01, 0.00, -0.01]]
}